The following is a DFT calculation (ωB97M-V/def2-TZVPD) of C42H34Cl2N3OP2PbTe as an isolated structure.

```
86
Properties=species:S:1:pos:R:3:forces:R:3
Pb 1.088 -0.974 1.915 -0.2203 0.8254 0.2566
Te -2.947 -0.094 -0.814 0.2474 0.3917 -0.3431
Cl 4.920 -0.749 2.809 0.0267 0.0111 -0.0048
Cl 2.142 -5.285 1.752 -0.0414 -0.0854 -0.0185
P -1.314 1.591 1.131 0.0421 0.3063 -0.0340
P 0.075 -0.254 -0.916 -0.0656 0.5360 -0.7718
O 0.833 -2.068 4.318 -0.9968 0.1529 0.7230
N -0.823 -2.724 2.256 0.1418 0.0625 -0.1868
N 2.437 -2.389 2.403 0.3773 -0.9102 0.2209
N -4.118 1.150 -5.437 0.0190 -0.0006 -0.0812
C 4.159 0.136 -0.781 0.0578 -0.0014 -0.0058
C 1.551 4.576 0.801 0.0140 0.0402 -0.0783
C -2.663 2.856 1.020 -0.0151 -0.1125 0.1298
C 2.246 4.456 1.997 0.0231 -0.0112 0.0643
C -0.400 0.576 -3.593 0.0787 0.0229 -0.0715
C 1.775 0.474 -1.069 -0.0092 -0.0642 0.2186
C 4.865 -2.458 2.453 -0.2223 -0.0123 -0.0547
C -1.485 -3.112 1.166 -0.1887 -0.0434 -0.0325
C -1.115 -3.265 3.429 0.0137 -0.1078 0.0486
C 6.054 -3.142 2.332 0.0211 -0.0890 0.0145
C 3.331 2.234 -1.603 -0.0310 0.0688 -0.0090
C 0.084 2.771 1.443 -0.0075 -0.1305 0.1514
C 3.570 -3.050 2.286 0.5873 0.0045 -0.4025
C -0.041 -1.773 -3.287 -0.0136 0.0389 0.0334
C 4.834 -5.144 1.842 0.1129 -0.0018 0.0735
C 2.856 -0.337 -0.714 -0.1133 0.0524 -0.0789
C -3.429 0.448 -2.809 -0.1239 -0.0417 0.0680
C -4.009 -0.121 -5.061 -0.0325 0.0579 -0.0507
C -0.300 -2.837 4.628 0.1344 0.1745 0.1617
C 6.051 -4.499 2.027 0.0472 0.0197 -0.0305
C -2.834 -4.596 2.440 0.0385 0.0209 0.0125
C -0.191 -1.974 -4.653 0.0188 -0.0425 -0.0687
C 4.393 1.434 -1.205 0.0685 -0.0209 -0.0013
C -1.104 1.152 -0.648 -0.3013 -0.8637 0.2697
C 0.746 2.708 2.670 -0.0721 -0.0007 -0.0560
C -0.533 0.382 -4.959 0.0193 0.0362 0.0305
C 0.487 3.732 0.523 0.0621 0.0538 -0.0267
C 1.832 3.528 2.940 0.0234 0.0114 0.0134
C -3.879 2.074 -4.506 -0.0108 -0.0485 -0.0210
C -3.919 4.592 -0.090 0.0001 0.0105 -0.0255
C -4.566 3.879 2.108 -0.0380 0.0563 0.0014
C -3.517 2.970 2.114 0.0532 0.0242 -0.0448
C -2.875 3.680 -0.080 0.0058 0.0746 -0.0238
C -3.676 -0.519 -3.775 0.0015 -0.0668 0.1910
C -2.505 -4.044 1.210 0.0122 -0.0187 0.0448
C -3.537 1.779 -3.197 0.0241 0.0424 0.1039
C 3.655 -4.446 1.982 -0.1150 0.2115 0.0119
C -2.129 -4.207 3.564 -0.0359 -0.0308 -0.0621
C -0.434 -0.896 -5.491 0.0057 -0.0227 -0.0480
C 2.031 1.757 -1.539 0.0703 0.0531 -0.0006
C -4.771 4.691 1.003 -0.0371 0.0072 0.0094
C -0.151 -0.497 -2.743 -0.0245 -0.1793 0.1673
H 2.675 -1.362 -0.400 0.0560 -0.0156 0.0206
H -0.731 1.228 -5.607 -0.0161 -0.0142 0.0020
H -3.589 -1.571 -3.532 0.0163 -0.0072 -0.0585
H -5.232 3.950 2.961 0.0226 -0.0108 0.0076
H 4.983 -0.506 -0.494 -0.0224 0.0043 0.0556
H 1.493 -2.593 3.801 0.5263 -0.0818 -0.4581
H 3.107 5.084 2.194 -0.0261 0.0341 0.0026
H 0.390 2.023 3.433 0.0601 -0.1359 -0.0821
H -4.192 -0.860 -5.835 0.0070 -0.0268 0.0364
H 0.166 -2.616 -2.635 -0.0430 0.0014 0.0165
H -2.350 -4.632 4.536 0.0272 0.0032 -0.0010
H -3.354 2.330 2.974 -0.0320 -0.0264 -0.0181
H -3.624 -5.333 2.519 -0.0137 0.0097 -0.0003
H -3.355 2.570 -2.482 -0.0189 -0.0079 -0.0514
H 6.986 -2.610 2.472 -0.0058 -0.0003 0.0086
H -5.596 5.393 0.987 0.0100 0.0027 0.0084
H 6.984 -5.037 1.927 -0.0208 -0.0168 -0.0134
H 5.404 1.824 -1.223 -0.0027 -0.0190 -0.0487
H -0.508 1.565 -3.166 -0.0423 -0.0054 0.0183
H -0.023 -3.735 5.192 -0.0310 0.0075 0.0078
H 4.804 -6.197 1.590 -0.0410 -0.0037 0.0191
H -3.026 -4.326 0.306 0.0171 0.0209 -0.0190
H -0.116 -2.973 -5.067 0.0148 0.0022 0.0230
H -1.185 -2.641 0.236 -0.0290 -0.0034 -0.0122
H -0.550 -1.050 -6.558 -0.0090 -0.0079 0.0112
H -2.217 3.592 -0.937 0.0038 -0.0593 0.0180
H -4.078 5.227 -0.954 0.0137 -0.0098 -0.0051
H 2.357 3.434 3.883 -0.0105 0.0241 -0.0013
H -0.035 3.813 -0.422 0.0059 -0.0404 -0.0206
H 1.851 5.327 0.079 0.0074 -0.0344 -0.0253
H 1.207 2.383 -1.858 -0.0368 0.0038 0.0780
H -0.931 -2.223 5.277 -0.0387 -0.0545 0.0389
H -3.980 3.106 -4.829 0.0317 0.0070 0.0406
H 3.519 3.241 -1.957 -0.0124 -0.0006 0.0148
```
Positions in Å, forces in eV/Å.

As for the orbital gap: 6.101 eV. For the largest force on an atom, the calculation gives 1.24 eV/A. The total energy is -106786.5600 eV. The net charge is -1. The value obtained for the energy relative to the best compared isomer or geometry (same formula, charge and spin) is 137.1 kJ/mol.